Arrangement a

DFT (ωB97M-V with the def2-TZVPD basis set) results for a structure of composition CH4NO3P.

Results
net charge: 0
HOMO-LUMO gap: 10.33 eV

Last column: natural (NBO) charge in e.
Positions of all 10 atoms, in Å:
C -1.79 -1.02 0.88  0.657
N 2.63 0.34 -1.52  -1.081
O -2.21 1.87 1.60  -1.025
O -2.52 -0.36 0.08  -0.692
O -0.89 -0.41 1.41  -0.647
P -1.49 1.28 0.51  1.544
H 2.05 -0.52 -1.37  0.361
H -1.99 -2.17 0.81  0.162
H 2.60 0.92 -0.72  0.357
H 3.61 0.07 -1.69  0.363

Arrangement b

DFT (ωB97M-V with the def2-TZVPD basis set) results for a structure of composition CH4NO3P.

Results
net charge: 0
HOMO-LUMO gap: 8.63 eV

Last column: natural (NBO) charge in e.
Positions of all 10 atoms, in Å:
C 2.10 0.82 0.12  0.045
N 1.18 0.08 -0.28  -0.647
O -1.90 1.02 -0.21  -0.998
O -1.29 -1.54 -0.27  -0.916
O -0.69 -0.37 1.83  -1.002
P -1.20 -0.07 0.45  2.292
H 1.73 1.74 0.60  0.152
H 0.05 0.41 -0.53  0.196
H -1.31 -1.22 -1.12  0.472
H 1.33 -0.86 -0.61  0.407

The structure shown above that is least stable: arrangement b.